The following is a DFT calculation (ωB97M-V/def2-TZVPD) of a 5-piece molecular cluster, C69H55F2N2O10P2S overall at a distorted geometry.

Kohn-Sham gap = 5.3 eV
Total charge = +1
LUMO = -5.384 eV
Calculated total energy = -4804.2105 a.u.

The geometry in XYZ format:
```
141
Properties=species:S:1:pos:R:3:forces:R:3:lowdin_charge:R:1
C 0.1777 -7.8174 -1.0688 0.549 0.084 1.247 -0.049
C -0.2240 -6.6315 0.0315 -0.236 -1.017 0.379 -0.256
F -1.6769 -6.2305 -0.0745 3.700 -0.521 -0.065 -0.115
C 0.8078 -5.3521 -0.0526 2.521 3.713 0.121 -0.013
C 0.6900 -4.1207 -1.1744 2.665 0.367 4.067 -0.143
P -0.6620 -4.1161 -2.5292 2.481 -0.499 -3.566 0.781
N 0.1114 -4.4510 -3.9489 0.095 0.435 2.694 -0.326
C 1.7696 -2.8438 -1.1297 -1.489 -2.457 0.710 -0.050
C 1.5181 -1.6629 -2.2752 -0.024 0.600 0.244 -0.160
C 0.2717 -0.6321 -1.8529 -0.155 0.631 0.541 -0.177
C 0.8041 0.6106 -0.8684 -0.786 0.045 -1.132 -0.113
F -0.3828 1.4318 -0.4230 2.724 -2.199 -0.973 -0.138
N 2.8923 -2.7630 -0.0737 -1.980 -3.349 -0.472 -0.357
S 3.9877 -1.3586 -0.0286 -0.138 -0.284 -0.511 0.834
C 3.1186 -3.8693 0.9741 -2.415 -2.335 -1.290 -0.067
C 4.3171 -3.8704 2.0922 0.604 0.549 0.397 -0.174
C 3.8119 -3.3030 3.5527 0.107 0.945 0.566 -0.159
C 2.8422 -1.9833 3.4792 0.283 0.726 1.267 -0.229
O 1.4122 -2.2923 3.2037 1.624 0.915 -2.252 -0.135
C 2.0879 -5.1861 1.0107 -0.527 2.375 -3.150 -0.121
P 2.3814 -6.5682 2.3521 -2.375 1.438 4.895 0.779
O 1.7446 -6.1600 3.7725 2.313 -1.097 -4.997 -0.491
H 1.3678 -7.7883 -1.1275 -2.609 0.025 -0.245 0.103
H -0.0695 -8.8609 -0.5453 0.217 2.385 -1.415 0.108
H -0.3441 -7.6836 -2.1075 1.146 -0.211 2.081 0.100
H -0.1477 -7.1728 1.0929 -0.194 1.775 -2.253 0.134
H -1.2613 -2.7965 -2.7410 0.027 -1.089 1.186 0.019
H -1.6702 -5.1346 -2.3876 0.276 0.984 0.982 0.020
H 1.1123 -4.6033 -3.6922 -0.905 0.003 -0.446 -0.043
H 1.2728 -2.1315 -3.3455 0.505 0.489 2.653 0.124
H 2.4481 -0.9686 -2.4415 -1.565 -1.621 0.553 0.099
H -0.1740 -0.1906 -2.8602 0.983 -0.893 2.238 0.140
H -0.5833 -1.1658 -1.2584 1.646 0.853 -1.234 0.103
H 1.3565 0.1771 0.0693 -1.197 1.129 -1.720 0.098
H 1.4702 1.3300 -1.5305 -1.308 -1.412 1.725 0.143
H 4.6675 -1.3483 -1.2636 -0.937 -0.712 0.999 -0.057
H 5.2597 -3.2045 1.7935 -2.403 -1.388 0.165 0.116
H 4.7757 -4.9514 2.3075 -1.393 2.220 -1.008 0.112
H 3.3027 -4.1135 4.2260 0.760 1.421 -1.585 0.116
H 4.7989 -2.9610 4.1305 -2.099 -0.753 -1.339 0.140
H 2.8486 -1.5062 4.5731 0.008 -1.119 -2.391 0.145
H 3.2513 -1.1209 2.7691 -0.772 -1.973 1.297 0.106
H 1.1925 -1.9721 2.2583 0.555 -0.749 2.388 0.096
H 1.7457 -7.8266 1.9548 0.746 1.171 -0.441 0.025
H 3.8075 -6.8972 2.4753 -1.160 0.426 -0.676 0.028
C -1.7939 -4.0043 5.3269 0.229 0.138 0.270 -0.059
C -2.9514 -3.2844 5.6215 0.137 0.208 0.285 -0.059
C -2.9615 -2.3845 6.6885 -0.026 -0.185 -0.247 0.007
C -1.8135 -2.2126 7.4714 -0.297 -0.313 -0.491 -0.085
C -0.6639 -2.9505 7.1919 -0.307 -0.280 -0.515 -0.084
C -0.6503 -3.8401 6.1097 -0.212 -0.050 -0.166 0.007
C 0.5369 -2.8139 8.0413 1.090 -0.714 -0.259 -0.281
O 1.5483 -3.4591 7.7943 -0.460 0.355 0.070 0.087
C 0.4982 -1.8958 9.1970 0.299 0.231 0.530 -0.088
C 1.6096 -1.7999 10.0447 0.006 0.221 0.268 0.005
C 1.5863 -0.9241 11.1322 -0.088 -0.205 -0.340 -0.056
C 0.4600 -0.1370 11.3705 -0.226 -0.103 -0.275 -0.054
C -0.6506 -0.2346 10.5310 0.243 0.009 0.183 0.009
C -0.6348 -1.1233 9.4478 0.287 0.287 0.517 -0.086
C -1.8278 -1.2454 8.5869 -1.284 0.887 0.304 -0.277
O -2.8198 -0.5574 8.7983 0.663 -0.461 -0.153 0.100
H -1.7831 -4.6988 4.4897 0.040 0.109 0.166 0.104
H -3.8466 -3.4218 5.0191 0.148 0.045 0.128 0.107
H -3.8672 -1.8221 6.9094 0.322 -0.048 0.079 0.123
H 0.2479 -4.4095 5.8771 -0.142 0.178 0.163 0.113
H 2.4941 -2.4086 9.8638 -0.306 0.090 -0.101 0.120
H 2.4484 -0.8550 11.7922 -0.159 -0.028 -0.141 0.109
H 0.4444 0.5506 12.2134 -0.017 -0.132 -0.169 0.110
H -1.5282 0.3795 10.7261 0.135 -0.243 -0.189 0.123
C 3.6508 8.8969 1.2311 -0.229 -0.280 -0.041 -0.058
C 3.1758 9.8600 0.3413 -0.310 -0.167 -0.136 -0.055
C 2.0208 9.6140 -0.4028 0.273 0.084 0.162 0.008
C 1.3449 8.3955 -0.2658 0.513 0.365 0.163 -0.086
C 1.8337 7.4229 0.6056 0.466 0.371 0.183 -0.088
C 2.9831 7.6787 1.3647 0.154 0.279 -0.053 0.003
C 1.1570 6.1150 0.7214 0.424 -0.907 0.824 -0.282
O 1.5838 5.2614 1.4893 -0.157 0.368 -0.383 0.086
C -0.0352 5.8475 -0.1074 -0.433 -0.443 -0.177 -0.088
C -0.6524 4.5910 -0.0504 -0.238 -0.058 -0.140 -0.004
C -1.7884 4.3341 -0.8211 0.316 0.206 0.153 -0.059
C -2.3155 5.3312 -1.6414 0.190 0.208 0.025 -0.052
C -1.6994 6.5819 -1.7044 -0.096 -0.232 0.002 0.010
C -0.5511 6.8370 -0.9430 -0.515 -0.382 -0.214 -0.086
C 0.1140 8.1511 -1.0436 -0.605 1.113 -0.945 -0.279
O -0.3459 9.0265 -1.7679 0.317 -0.577 0.484 0.101
H 4.5458 9.0922 1.8179 -0.175 -0.051 -0.102 0.108
H 3.7035 10.8044 0.2279 -0.121 -0.172 0.017 0.109
H 1.6529 10.3726 -1.0917 -0.059 -0.296 0.144 0.123
H 3.3628 6.9295 2.0571 -0.225 0.077 -0.223 0.119
H -0.2492 3.8081 0.5899 -0.010 0.327 -0.110 0.108
H -2.2630 3.3561 -0.7793 0.120 0.181 0.022 0.100
H -3.2046 5.1337 -2.2363 0.143 0.133 0.142 0.103
H -2.1137 7.3539 -2.3508 0.200 -0.098 0.215 0.124
C -8.6488 6.4484 -4.5375 0.240 0.104 0.262 -0.059
C -9.8064 7.1682 -4.2428 0.116 0.210 0.296 -0.055
C -9.8164 8.0681 -3.1758 -0.022 -0.204 -0.255 0.009
C -8.6684 8.2400 -2.3929 -0.285 -0.324 -0.491 -0.084
C -7.5188 7.5022 -2.6724 -0.269 -0.275 -0.487 -0.085
C -7.5052 6.6125 -3.7546 -0.285 -0.035 -0.160 0.003
C -6.3180 7.6387 -1.8230 1.057 -0.655 -0.255 -0.273
O -5.3066 6.9936 -2.0700 -0.433 0.260 0.100 0.082
C -6.3567 8.5568 -0.6673 0.307 0.229 0.526 -0.084
C -5.2453 8.6528 0.1803 0.005 0.210 0.270 0.009
C -5.2686 9.5285 1.2679 -0.093 -0.210 -0.337 -0.055
C -6.3949 10.3157 1.5062 -0.222 -0.112 -0.278 -0.054
C -7.5056 10.2180 0.6667 0.243 0.003 0.181 0.009
C -7.4897 9.3294 -0.4165 0.283 0.286 0.516 -0.085
C -8.6827 9.2072 -1.2775 -1.282 0.902 0.299 -0.277
O -9.6747 9.8953 -1.0660 0.667 -0.476 -0.145 0.101
H -8.6380 5.7538 -5.3746 0.014 0.131 0.160 0.107
H -10.7016 7.0309 -4.8452 0.166 0.048 0.121 0.109
H -10.7221 8.6305 -2.9549 0.324 -0.046 0.073 0.123
H -6.6070 6.0431 -3.9872 -0.147 0.214 0.200 0.118
H -4.3608 8.0441 -0.0005 -0.279 0.091 -0.111 0.115
H -4.4065 9.5976 1.9279 -0.152 -0.023 -0.147 0.108
H -6.4106 11.0033 2.3490 -0.016 -0.128 -0.171 0.109
H -8.3832 10.8322 0.8618 0.136 -0.241 -0.193 0.123
C 7.7440 -7.4746 -5.1814 -0.337 0.141 -0.011 -0.059
C 7.9847 -8.0324 -6.4367 -0.310 0.090 -0.177 -0.051
C 7.0198 -7.9353 -7.4406 0.226 -0.027 0.217 0.013
C 5.8046 -7.2885 -7.1848 0.590 -0.215 0.241 -0.083
C 5.5542 -6.7524 -5.9223 0.528 -0.142 0.235 -0.089
C 6.5310 -6.8354 -4.9214 0.284 -0.178 -0.097 -0.003
C 4.2565 -6.1117 -5.6262 -0.245 0.405 0.866 -0.282
O 4.0371 -5.6373 -4.5185 0.039 -0.087 -0.192 0.066
C 3.2247 -6.0588 -6.6810 -0.593 0.156 -0.146 -0.086
C 1.9692 -5.5060 -6.3966 -0.121 0.026 -0.199 -0.003
C 0.9921 -5.4400 -7.3922 0.294 -0.036 0.207 -0.051
C 1.2683 -5.9158 -8.6737 0.353 -0.113 0.073 -0.051
C 2.5162 -6.4720 -8.9584 -0.228 0.095 0.076 0.011
C 3.4929 -6.5524 -7.9569 -0.572 0.149 -0.255 -0.086
C 4.7972 -7.1749 -8.2581 0.259 -0.563 -1.543 -0.276
O 5.0391 -7.5975 -9.3829 -0.152 0.296 0.825 0.105
H 8.4996 -7.5422 -4.4017 -0.147 0.018 -0.143 0.108
H 8.9251 -8.5417 -6.6354 -0.187 0.105 0.018 0.111
H 7.2168 -8.3686 -8.4198 -0.210 0.185 0.186 0.125
H 6.3479 -6.4071 -3.9374 -0.113 -0.070 -0.296 0.114
H 1.7465 -5.1295 -5.3995 0.190 -0.209 -0.510 0.058
H 0.0161 -5.0152 -7.1677 0.212 -0.072 0.038 0.105
H 0.5098 -5.8578 -9.4515 0.163 -0.021 0.138 0.111
H 2.7229 -6.8458 -9.9598 0.118 0.034 0.315 0.124
```
Forces are in eV/Å.